# 1
ORCA calculation (the ωB97M-V functional and the def2-TZVPD basis) on a structure of composition C3H5N3O.

The geometry in XYZ format:
```
12
Properties=species:S:1:pos:R:3
C 2.079 0.195 0.091
N -1.132 -1.048 -0.706
C -1.273 0.266 -0.228
C 0.625 0.252 -0.074
O -2.376 0.844 0.248
N -0.334 -0.670 0.520
N -0.147 1.077 -0.688
H -2.871 0.235 0.813
H -1.885 -1.659 -0.390
H 2.327 0.217 1.152
H 2.448 -0.746 -0.317
H 2.539 1.037 -0.420
```

Highest occupied orbital energy = -9.34 eV
Energy = -356.7005 a.u.
Frontier orbital gap = 9.9 eV



# 2
ORCA calculation (the ωB97M-V functional and the def2-TZVPD basis) on a cluster of 2 separate species, C14H16O in total.

The geometry in XYZ format:
```
31
Properties=species:S:1:pos:R:3
C -3.526 -1.612 -2.334
C -3.554 0.629 -1.313
C -2.802 -0.403 -1.871
C -3.101 1.950 -1.490
C -1.519 -0.111 -2.347
C -1.799 2.214 -1.889
C -1.048 1.183 -2.474
H -4.553 0.536 -0.849
H -3.798 2.763 -1.108
H -4.445 -1.774 -1.793
H -2.935 -2.563 -2.360
H -0.794 -0.887 -2.461
H -1.376 3.223 -1.886
H -0.157 1.383 -3.031
H -3.762 -1.616 -3.400
C 3.315 -1.351 3.933
C 0.910 0.146 1.392
C 1.332 -0.501 2.542
C 1.918 0.517 0.466
C 2.681 -0.674 2.752
C 3.300 0.427 0.623
C 3.654 -0.280 1.772
O 1.476 0.817 -0.800
H -0.063 0.197 0.929
H 0.655 -1.121 3.177
H 0.637 1.305 -0.892
H 3.979 0.646 -0.172
H 3.903 -0.667 4.548
H 4.174 -2.016 3.744
H 4.655 -0.294 2.149
H 2.645 -2.067 4.441
```

SMILES = Cc1ccc(O)cc1.Cc1ccccc1
Highest occupied orbital energy = -8.07 eV
Energy = -618.2399 a.u.
Frontier orbital gap = 8.9 eV



# 3
ORCA calculation (the ωB97M-V functional and the def2-TZVPD basis) on an isolated molecule of C23H38O.

The geometry in XYZ format:
```
62
Properties=species:S:1:pos:R:3
C 2.158 2.609 1.202
C 1.056 1.646 0.845
O 0.458 1.009 1.677
C 0.755 1.517 -0.630
H -0.053 0.795 -0.748
C 0.360 2.856 -1.278
C -0.689 3.597 -0.495
C -1.972 3.276 -0.370
C -2.900 4.122 0.451
H -2.400 5.013 0.821
H -3.761 4.426 -0.145
H -3.271 3.557 1.304
C -2.604 2.065 -0.995
H -3.555 2.351 -1.454
H -1.962 1.665 -1.780
C -2.867 0.966 0.045
C -3.316 -0.309 -0.608
C -3.345 -1.519 -0.063
C -3.814 -2.710 -0.849
H -4.299 -2.402 -1.772
H -4.516 -3.302 -0.265
H -2.967 -3.346 -1.106
C -2.922 -1.810 1.351
H -3.772 -2.233 1.896
H -2.630 -0.888 1.852
C -1.749 -2.801 1.412
C -0.610 -2.298 0.582
C 0.156 -2.971 -0.267
C 0.063 -4.441 -0.548
H 1.029 -4.912 -0.363
H -0.679 -4.935 0.071
H -0.190 -4.607 -1.597
C 1.249 -2.249 -1.022
H 0.831 -1.360 -1.499
H 1.647 -2.894 -1.808
C 2.390 -1.819 -0.095
C 3.406 -0.973 -0.800
C 4.347 -0.254 -0.197
C 4.501 -0.230 1.296
H 3.537 -0.100 1.786
H 4.918 -1.174 1.647
H 5.165 0.574 1.606
C 5.343 0.561 -0.968
H 5.285 1.612 -0.680
H 6.355 0.219 -0.751
H 5.173 0.484 -2.039
H 3.353 -0.976 -1.882
H 2.876 -2.709 0.319
H 1.972 -1.268 0.751
H -0.419 -1.242 0.717
H -1.424 -2.887 2.454
H -2.078 -3.787 1.085
H -3.662 -0.195 -1.629
H -3.640 1.308 0.741
H -1.959 0.803 0.629
H -0.337 4.486 0.015
H 1.244 3.487 -1.373
H -0.003 2.646 -2.288
H 1.649 1.125 -1.122
H 2.460 2.466 2.236
H 3.009 2.471 0.540
H 1.790 3.626 1.084
```

SMILES = CC(=O)CC/C=C(/C)CC/C=C(/C)CC/C=C(\C)CCC=C(C)C
Highest occupied orbital energy = -8.54 eV
Energy = -974.3732 a.u.
Frontier orbital gap = 9.3 eV



# 4
ORCA calculation (the ωB97M-V functional and the def2-TZVPD basis) on a structure of composition C20H17IIrN3OS3.

The geometry in XYZ format:
```
46
Properties=species:S:1:pos:R:3
Ir -0.266 -0.656 -0.300
N 1.573 0.209 -0.362
C 2.808 -0.521 -0.171
C 3.947 0.197 0.154
C 5.146 -0.473 0.320
C 5.188 -1.852 0.162
C 4.038 -2.553 -0.155
C 2.818 -1.894 -0.331
C 1.590 -2.703 -0.573
C 1.701 -3.851 -1.372
C 0.714 -4.811 -1.376
C -0.395 -4.687 -0.529
C -0.557 -3.543 0.211
C 0.358 -2.471 0.093
H 1.522 0.947 0.346
H 1.619 0.713 -1.249
H 3.890 1.274 0.271
H 6.040 0.080 0.575
H 6.118 -2.386 0.305
H 4.071 -3.632 -0.235
H 2.598 -3.994 -1.961
H 0.828 -5.694 -1.992
H -1.129 -5.480 -0.471
H -1.407 -3.457 0.874
S -3.313 2.611 0.109
C -1.979 1.769 0.064
N -0.941 1.178 0.054
C -0.527 5.549 0.327
O 0.888 5.550 0.019
C 1.612 4.555 0.435
S 3.259 4.471 0.141
S 1.146 3.240 1.349
H -0.876 6.531 0.029
H -0.679 5.390 1.392
H -1.022 4.771 -0.247
I -1.624 -1.419 -2.925
C -2.747 -1.795 -1.241
C -3.889 -2.570 -1.230
C -4.515 -2.769 -0.010
C -4.005 -2.168 1.133
C -2.868 -1.395 1.029
N -2.233 -1.223 -0.139
H -4.270 -3.000 -2.145
H -5.407 -3.380 0.046
H -4.479 -2.294 2.096
H -2.446 -0.872 1.877
```

Net charge = +1
Highest occupied orbital energy (alpha / beta) = -11.13 / -11.11 eV
Expectation value of S² = 0.76
Energy = -2608.1231 a.u.
Frontier orbital gap (alpha / beta) = 6.1 / 6.1 eV
Spin multiplicity = 2



# 5
ORCA calculation (the ωB97M-V functional and the def2-TZVPD basis) on a cluster of 7 separate species, C19H50Cl2O18S6 in total.

The geometry in XYZ format:
```
95
Properties=species:S:1:pos:R:3
C 4.713 -0.192 -2.257
Cl 4.972 0.837 -0.869
Cl 4.691 -1.965 -1.982
H 3.754 0.142 -2.655
H 5.585 -0.013 -2.922
O -4.295 -1.464 1.784
S -4.528 -0.752 0.573
O -4.649 -1.473 -0.680
O -5.855 0.121 0.805
C -6.337 0.532 2.132
C -7.225 -0.597 2.728
C -3.371 0.532 0.299
H -6.880 1.465 1.943
H -5.521 0.684 2.880
H -7.271 -0.432 3.787
H -6.834 -1.562 2.445
H -8.267 -0.527 2.394
H -2.363 0.132 -0.013
H -3.346 0.946 1.261
H -3.824 1.114 -0.493
O 4.515 6.977 3.313
S 4.147 5.595 3.260
O 4.415 4.692 4.317
O 2.598 5.668 2.993
C 1.867 4.437 3.063
C 0.356 4.729 3.115
C 4.749 4.845 1.841
H 2.280 3.885 3.909
H 2.166 3.894 2.171
H -0.130 3.770 3.233
H 0.070 5.197 2.163
H 0.126 5.313 4.008
H 4.331 3.832 1.797
H 5.831 4.662 1.989
H 4.485 5.460 1.021
O -1.426 -4.879 2.394
S -1.057 -5.812 1.370
O -1.393 -7.209 1.392
O -1.470 -5.242 -0.055
C -2.707 -4.567 -0.340
C -2.571 -3.826 -1.611
C 0.728 -5.822 1.199
H -3.071 -4.038 0.548
H -3.523 -5.299 -0.473
H -1.601 -3.318 -1.575
H -3.360 -3.100 -1.623
H -2.613 -4.443 -2.516
H 1.046 -4.789 1.041
H 0.866 -6.487 0.347
H 0.962 -6.335 2.139
O 3.940 1.540 -5.002
S 2.800 0.758 -5.360
O 1.958 0.183 -4.351
O 1.917 1.632 -6.212
C 2.500 2.430 -7.251
C 1.401 2.874 -8.163
C 3.350 -0.493 -6.448
H 3.106 1.782 -7.912
H 3.069 3.194 -6.837
H 0.643 3.458 -7.620
H 0.926 2.038 -8.624
H 1.779 3.509 -8.947
H 4.132 -1.057 -5.835
H 3.810 -0.092 -7.300
H 2.512 -1.098 -6.753
O -1.042 0.687 5.256
S -1.821 0.169 4.121
O -2.681 1.090 3.393
O -0.890 -0.368 2.946
C 0.490 -1.014 3.279
C 0.370 -2.514 2.966
C -2.818 -1.293 4.648
H 0.642 -0.844 4.334
H 1.228 -0.422 2.678
H -0.353 -3.008 3.590
H 1.340 -3.012 3.060
H -0.038 -2.566 1.945
H -3.789 -1.314 4.161
H -2.905 -1.240 5.771
H -2.237 -2.214 4.421
O 1.773 -1.344 0.465
S 0.834 -1.033 -0.594
O -0.589 -1.018 -0.320
O 1.322 0.388 -1.214
C 1.436 1.536 -0.234
C 0.103 2.044 0.270
C 1.116 -2.077 -1.972
H 1.756 2.368 -0.874
H 2.217 1.319 0.504
H 0.368 3.035 0.675
H -0.418 1.389 0.960
H -0.552 2.135 -0.628
H 0.896 -3.074 -1.701
H 2.192 -2.067 -2.176
H 0.443 -1.717 -2.699
```

SMILES = CCOS(C)(=O)=O.CCOS(C)(=O)=O.CCOS(C)(=O)=O.CCOS(C)(=O)=O.CCOS(C)(=O)=O.CCOS(C)(=O)=O.ClCCl
Highest occupied orbital energy = -10.59 eV
Energy = -5417.6313 a.u.
Frontier orbital gap = 10.6 eV



# 6
ORCA calculation (the ωB97M-V functional and the def2-TZVPD basis) on a structure of composition C4H3N2.

The geometry in XYZ format:
```
9
Properties=species:S:1:pos:R:3
C 0.273 -0.520 -1.488
C 1.093 -0.783 -0.319
C -0.808 0.477 -0.182
C -0.947 0.766 1.056
N 1.494 -1.062 -1.484
N -0.823 0.136 -1.515
H 1.681 -0.876 0.696
H -1.689 1.373 1.335
H -0.273 0.488 1.902
```

Net charge = +1
Highest occupied orbital energy = -15.91 eV
Energy = -263.1833 a.u.
Frontier orbital gap = 9.4 eV



# 7
ORCA calculation (the ωB97M-V functional and the def2-TZVPD basis) on an isolated molecule of C11H14N2O2.

The geometry in XYZ format:
```
29
Properties=species:S:1:pos:R:3
C 0.466 -3.586 -0.389
C -0.858 -3.664 -0.822
C 1.036 -2.345 -0.169
C -1.554 -2.519 -1.095
C 0.345 -1.161 -0.387
C -0.958 -1.229 -0.978
C 1.075 0.076 0.050
C -1.622 -0.157 -1.590
C -1.047 1.205 -1.767
C 1.895 2.673 1.210
C 0.316 2.046 2.970
N 0.482 0.644 1.113
N 0.964 1.707 1.734
O 2.158 0.383 -0.473
O -2.842 -0.378 -2.131
H 1.032 -4.483 -0.190
H -1.323 -4.629 -0.960
H 2.046 -2.277 0.212
H -2.573 -2.565 -1.446
H -1.493 1.912 -1.064
H -1.241 1.566 -2.780
H 0.024 1.191 -1.602
H 2.332 2.292 0.290
H 1.372 3.615 1.017
H 2.693 2.860 1.934
H -0.253 2.977 2.868
H -0.362 1.240 3.240
H 1.054 2.181 3.765
H -3.165 0.425 -2.561
```

Highest occupied orbital energy (alpha / beta) = -8.06 / -6.17 eV
Energy = -687.4447 a.u.
Frontier orbital gap (alpha / beta) = 8.3 / 5.5 eV



# 8
ORCA calculation (the ωB97M-V functional and the def2-TZVPD basis) on an isolated molecule of C23H27N3O7S.

The geometry in XYZ format:
```
61
Properties=species:S:1:pos:R:3
C -9.261 -0.499 -1.623
H -8.467 -1.240 -1.564
H -9.720 -0.576 -2.605
C -8.717 0.908 -1.404
H -7.949 1.128 -2.147
H -9.523 1.634 -1.528
C -8.122 1.091 -0.006
N -6.956 0.263 0.196
C -5.724 0.767 0.279
O -5.412 1.934 0.309
N -4.691 -0.212 0.369
C -4.777 -1.560 0.319
O -5.807 -2.188 0.195
C -3.437 -2.279 0.439
H -3.498 -2.984 1.275
H -3.256 -2.850 -0.481
O -2.360 -1.385 0.665
C -1.307 -1.454 -0.187
O -1.244 -2.248 -1.088
C -0.278 -0.445 0.130
C 0.877 -0.400 -0.654
C 1.855 0.525 -0.388
C 1.719 1.451 0.652
C 0.560 1.406 1.433
C -0.419 0.468 1.173
H -1.304 0.442 1.790
H 0.418 2.102 2.244
O 2.735 2.309 0.818
C 2.630 3.321 1.800
H 2.578 2.895 2.807
H 3.537 3.914 1.703
H 1.760 3.959 1.624
S 3.317 0.617 -1.433
O 3.338 1.918 -2.033
O 3.312 -0.526 -2.293
N 4.593 0.528 -0.350
C 5.087 -0.735 -0.010
C 4.191 -1.774 0.228
C 4.648 -3.030 0.577
C 6.007 -3.263 0.709
C 6.897 -2.231 0.480
C 6.461 -0.965 0.114
C 7.462 0.131 -0.136
C 6.841 1.272 -0.933
C 5.511 1.643 -0.284
H 5.662 1.909 0.768
H 5.028 2.472 -0.800
H 6.650 0.954 -1.959
H 7.505 2.137 -0.953
H 7.821 0.511 0.827
H 8.326 -0.279 -0.664
H 7.960 -2.406 0.574
H 6.369 -4.241 0.985
H 3.940 -3.826 0.748
H 3.135 -1.589 0.129
H 1.012 -1.092 -1.472
H -3.766 0.191 0.472
H -7.058 -0.745 0.148
H -8.869 0.836 0.752
H -7.807 2.127 0.137
H -10.013 -0.738 -0.874
```

SMILES = CCCNC(=O)NC(=O)COC(=O)c1ccc(OC)c(S(=O)(=O)N2CCCc3ccccc32)c1
Highest occupied orbital energy = -8.44 eV
Energy = -1981.8388 a.u.
Frontier orbital gap = 8.5 eV